# 1
Molecular formula: C9H40AsF6N18O11
Method: DFT, wB97M-V/def2-TZVPD

Element x y z (Å)
As (0.353, -0.300, 0.242)
F (2.067, -0.737, 0.649)
F (0.978, 1.429, 0.236)
F (-1.348, 0.262, -0.024)
F (-0.111, -2.001, 0.242)
F (-0.044, -0.157, 1.988)
F (0.621, -0.299, -1.572)
C (-1.584, 2.088, 4.459)
O (-1.384, 1.059, 5.007)
N (-1.127, 2.230, 3.228)
N (-2.342, 3.071, 4.880)
H (-1.356, 3.071, 2.717)
H (-0.649, 1.442, 2.815)
H (-2.606, 3.880, 4.336)
H (-2.586, 3.185, 5.854)
C (-1.238, 5.021, 0.629)
O (-1.538, 4.423, 1.660)
N (-1.596, 6.225, 0.251)
N (-0.834, 4.432, -0.499)
H (-1.944, 6.776, 1.022)
H (-1.267, 6.558, -0.644)
H (-0.890, 3.427, -0.578)
H (-0.309, 4.803, -1.278)
C (4.877, -2.775, -0.733)
O (5.522, -1.698, -0.603)
N (3.595, -2.831, -0.588)
N (5.471, -3.811, -1.227)
H (3.074, -2.057, -0.202)
H (3.169, -3.674, -0.945)
H (5.236, -4.785, -1.102)
H (6.422, -3.571, -1.466)
C (1.915, -2.732, 4.633)
O (2.008, -3.190, 5.761)
N (0.752, -2.292, 4.161)
N (2.858, -2.559, 3.786)
H (0.012, -2.263, 4.847)
H (0.684, -1.754, 3.309)
H (3.786, -2.524, 4.182)
H (2.676, -2.053, 2.931)
C (2.339, 3.390, -2.568)
O (2.855, 3.726, -3.663)
N (2.940, 3.337, -1.402)
N (1.175, 2.791, -2.484)
H (2.492, 2.998, -0.562)
H (3.879, 3.707, -1.366)
H (0.854, 2.517, -1.566)
H (0.602, 2.689, -3.309)
C (-1.535, -5.726, 1.757)
O (-1.169, -6.797, 1.364)
N (-1.596, -4.655, 1.086)
N (-1.878, -5.563, 2.990)
H (-1.707, -3.746, 1.512)
H (-1.141, -4.620, 0.185)
H (-1.659, -6.403, 3.507)
H (-2.044, -4.627, 3.331)
C (-1.674, 1.064, -4.459)
O (-0.591, 1.605, -4.455)
N (-1.951, 0.094, -3.622)
N (-2.585, 1.391, -5.351)
H (-2.782, -0.471, -3.725)
H (-1.151, -0.086, -3.033)
H (-3.126, 0.554, -5.520)
H (-2.390, 1.969, -6.156)
C (4.094, -0.219, -3.776)
O (4.861, -1.103, -4.049)
N (3.375, -0.180, -2.706)
N (4.112, 0.884, -4.397)
H (2.692, 0.542, -2.524)
H (3.192, -1.119, -2.381)
H (3.627, 1.581, -3.851)
H (4.948, 1.011, -4.950)
C (-5.258, 1.257, 0.871)
O (-6.196, 1.788, 0.343)
N (-5.394, 0.385, 1.734)
N (-4.045, 1.663, 0.630)
H (-4.765, 0.188, 2.499)
H (-6.337, 0.044, 1.854)
H (-4.023, 2.435, -0.021)
H (-3.276, 1.321, 1.189)
O (-0.626, -4.095, -1.564)
H (-0.230, -3.232, -1.441)
H (-0.566, -4.254, -2.506)
O (-3.516, -1.304, -0.110)
H (-3.293, -1.298, 0.820)
H (-2.852, -0.750, -0.520)

Net charge: -2
HOMO-LUMO gap (spin up / spin down): 3.53 / 8.40 eV
Total energy: -136480.98092 eV
Spin multiplicity: 2
⟨S²⟩: 0.75

# 2
Molecular formula: C8H18N4O
Method: DFT, wB97M-V/def2-TZVPD

Element x y z (Å)
C (1.001, 1.513, 2.194)
N (1.291, 0.904, 1.159)
C (1.113, 0.539, -0.057)
N (2.157, 0.615, -0.863)
C (3.480, 1.218, -0.582)
C (-0.257, -0.425, -0.575)
C (-1.402, 0.454, -0.030)
O (-1.586, 0.308, 1.176)
N (-2.063, 1.235, -0.928)
C (-3.209, 2.056, -0.521)
N (-0.379, -1.640, 0.217)
C (-1.492, -2.512, -0.204)
C (0.971, -2.336, 0.375)
H (1.728, 1.464, 2.936)
H (0.044, 2.092, 2.291)
H (1.960, 0.279, -1.794)
H (3.712, 1.824, -1.543)
H (4.353, 0.507, -0.498)
H (3.347, 1.752, 0.274)
H (-0.109, -0.402, -1.703)
H (-1.980, 1.057, -1.903)
H (-3.546, 2.585, -1.535)
H (-3.990, 1.453, -0.017)
H (-2.764, 2.801, 0.235)
H (-0.673, -1.292, 1.241)
H (-1.319, -2.665, -1.208)
H (-1.513, -3.538, 0.423)
H (-2.530, -2.199, -0.052)
H (1.410, -2.536, -0.524)
H (1.564, -1.721, 1.204)
H (0.683, -3.391, 0.812)

Net charge: +2
HOMO-LUMO gap: 9.12 eV
Total energy: -16576.25805 eV
Spin multiplicity: 1
Energy relative to the best compared isomer or geometry (same formula, charge and spin): 11.9 kcal/mol
SMILES: C=N/C(=[NH+]\C)[C@H](C(=O)NC)[NH+](C)C

# 3
Molecular formula: C22H26BrN2O5Pt
Method: DFT, wB97M-V/def2-TZVPD

Element x y z (Å)
Pt (-0.170, -0.068, -0.009)
C (0.531, -0.054, 3.166)
O (-0.427, 0.445, 2.213)
C (-0.714, 1.850, 2.331)
C (0.312, 2.672, 1.600)
O (0.352, 2.197, 0.242)
C (1.596, 2.456, -0.434)
C (2.646, 1.461, -0.011)
O (2.116, 0.144, -0.217)
C (3.048, -0.894, 0.131)
H (0.126, 0.046, 4.172)
H (1.475, 0.491, 3.097)
H (0.691, -1.102, 2.932)
H (-0.751, 2.138, 3.382)
H (-1.700, 2.000, 1.891)
H (1.296, 2.571, 2.061)
H (0.030, 3.726, 1.608)
H (1.934, 3.473, -0.232)
H (1.385, 2.366, -1.498)
H (2.931, 1.577, 1.038)
H (3.540, 1.598, -0.623)
H (3.976, -0.753, -0.422)
H (2.595, -1.841, -0.146)
H (3.254, -0.878, 1.203)
N (-0.444, -0.404, -2.333)
C (-1.705, -0.084, -2.708)
C (-2.069, 0.194, -4.050)
C (-3.384, 0.399, -4.389)
C (-4.385, 0.345, -3.409)
C (-4.064, 0.125, -2.037)
C (-5.031, 0.126, -1.019)
C (-4.627, -0.042, 0.287)
C (-3.266, -0.177, 0.562)
N (-2.339, -0.178, -0.393)
C (-2.724, -0.062, -1.677)
H (0.244, -0.227, -3.062)
H (-0.363, -1.532, -2.022)
H (-1.302, 0.201, -4.816)
H (-3.651, 0.581, -5.422)
H (-5.424, 0.483, -3.688)
H (-6.076, 0.270, -1.265)
H (-5.342, -0.043, 1.099)
H (-2.906, -0.276, 1.578)
Br (-0.508, -6.974, 3.133)
C (-0.126, -6.385, 1.459)
C (0.287, -7.327, 0.474)
C (0.579, -6.870, -0.778)
C (0.452, -5.496, -1.070)
C (0.046, -4.558, -0.088)
C (-0.240, -4.988, 1.175)
C (-0.074, -3.100, -0.468)
O (-0.141, -2.855, -1.696)
O (-0.051, -2.247, 0.458)
H (0.365, -8.376, 0.726)
H (0.903, -7.558, -1.547)
H (0.673, -5.138, -2.067)
H (-0.532, -4.292, 1.949)

Net charge: +3
HOMO-LUMO gap (spin up / spin down): 7.67 / 6.19 eV
Total energy: -109713.00068 eV
Spin multiplicity: 5
⟨S²⟩: 6.05

# 4
Molecular formula: C29H33BrFeN3O5P
Method: DFT, wB97M-V/def2-TZVPD

Element x y z (Å)
Fe (15.286, 10.148, 10.262)
O (10.994, 9.318, 9.449)
C (10.917, 10.087, 8.362)
C (10.198, 9.767, 7.215)
C (9.984, 10.721, 6.216)
C (10.477, 12.004, 6.322)
C (11.215, 12.361, 7.382)
C (11.553, 11.414, 8.359)
C (12.612, 11.628, 9.439)
O (13.042, 10.322, 9.915)
N (13.830, 12.348, 9.066)
N (15.066, 11.874, 9.367)
C (16.012, 12.714, 8.941)
C (17.356, 12.409, 8.817)
Br (17.754, 10.319, 9.177)
C (18.368, 13.308, 8.727)
C (19.713, 13.023, 8.195)
C (20.860, 13.729, 8.658)
C (22.098, 13.601, 8.005)
C (22.225, 12.770, 6.931)
C (21.132, 12.026, 6.488)
C (19.935, 12.068, 7.191)
H (12.091, 9.760, 9.969)
H (9.632, 8.862, 7.246)
H (9.470, 10.471, 5.251)
H (10.279, 12.802, 5.555)
H (11.502, 13.384, 7.524)
H (12.270, 12.183, 10.335)
H (13.735, 12.929, 8.236)
H (15.777, 13.790, 9.014)
H (18.255, 14.266, 9.255)
H (20.783, 14.297, 9.558)
H (22.929, 14.214, 8.313)
H (23.173, 12.641, 6.528)
H (21.239, 11.339, 5.645)
H (19.100, 11.393, 6.897)
C (17.261, 4.862, 10.405)
C (17.042, 6.237, 9.866)
O (15.552, 6.496, 9.974)
P (14.848, 7.635, 9.052)
O (13.286, 7.279, 9.123)
C (12.639, 6.093, 9.674)
C (11.117, 6.296, 9.753)
O (15.307, 7.289, 7.535)
C (14.404, 7.880, 6.506)
C (15.217, 8.349, 5.312)
H (18.351, 4.645, 10.335)
H (16.687, 4.053, 9.929)
H (17.028, 4.909, 11.459)
H (17.345, 6.379, 8.810)
H (17.490, 7.071, 10.472)
H (13.078, 5.878, 10.653)
H (12.911, 5.244, 9.029)
H (10.867, 6.792, 10.653)
H (10.650, 5.330, 9.720)
H (10.749, 6.914, 8.920)
H (13.826, 8.714, 6.962)
H (13.681, 7.085, 6.259)
H (15.842, 9.244, 5.521)
H (14.501, 8.604, 4.486)
H (15.854, 7.553, 4.904)
N (14.294, 10.107, 17.609)
C (14.413, 10.120, 16.448)
C (14.562, 10.147, 14.996)
C (14.155, 11.222, 14.230)
C (14.318, 11.211, 12.839)
C (15.137, 10.241, 12.236)
C (15.549, 9.181, 12.994)
C (15.325, 9.103, 14.383)
H (13.621, 12.061, 14.622)
H (13.965, 12.025, 12.256)
H (16.284, 8.474, 12.564)
H (15.773, 8.331, 15.065)

HOMO-LUMO gap (spin up / spin down): 5.44 / 5.11 eV
Total energy: -159030.42151 eV
Spin multiplicity: 5
Energy relative to the best compared isomer or geometry (same formula, charge and spin): 58.8 kcal/mol
⟨S²⟩: 6.33

# 5
Molecular formula: C18H22N8O3
Method: DFT, wB97M-V/def2-TZVPD

Element x y z (Å)
C (-0.749, -0.853, 2.959)
C (0.059, 0.434, 2.803)
C (0.154, 1.175, 4.154)
O (-1.043, 1.242, 4.882)
C (1.493, 0.148, 2.353)
N (1.516, -0.422, 1.018)
C (2.670, -0.756, 0.412)
O (3.775, -0.552, 0.888)
C (2.491, -1.382, -0.941)
C (3.593, -1.629, -1.685)
N (3.404, -2.188, -2.924)
C (4.230, -2.572, -3.939)
N (3.522, -3.066, -4.924)
N (2.206, -3.020, -4.588)
C (2.138, -2.491, -3.386)
C (1.039, -2.191, -2.533)
N (1.207, -1.656, -1.364)
N (-0.508, 1.292, 1.746)
C (-1.703, 1.909, 1.731)
O (-2.530, 1.843, 2.631)
C (-1.944, 2.792, 0.507)
C (-1.343, 2.296, -0.765)
C (-0.204, 2.645, -1.440)
N (-0.034, 1.861, -2.549)
C (-1.066, 1.059, -2.557)
N (-1.897, 1.268, -1.500)
C (-3.120, 0.588, -1.165)
C (-3.446, -0.724, -1.799)
C (-3.070, -0.668, -0.344)
H (-0.327, -1.457, 3.762)
H (-1.782, -0.627, 3.216)
H (-0.742, -1.445, 2.044)
H (0.864, 0.631, 4.782)
H (0.574, 2.173, 3.969)
H (-1.743, 1.546, 4.279)
H (2.078, 1.073, 2.358)
H (1.970, -0.533, 3.061)
H (0.663, -0.698, 0.556)
H (4.595, -1.412, -1.348)
H (5.301, -2.473, -3.908)
H (0.033, -2.416, -2.867)
H (0.071, 1.452, 0.932)
H (-3.021, 2.940, 0.430)
H (-1.513, 3.767, 0.742)
H (0.496, 3.423, -1.179)
H (-1.276, 0.318, -3.310)
H (-3.940, 1.271, -0.984)
H (-4.480, -0.899, -2.063)
H (-2.739, -1.163, -2.490)
H (-2.088, -1.032, -0.074)
H (-3.834, -0.818, 0.406)

HOMO-LUMO gap: 8.71 eV
Total energy: -37086.33136 eV
Spin multiplicity: 1
Energy relative to the best compared isomer or geometry (same formula, charge and spin): 9.1 kcal/mol
SMILES: C[C@@](CO)(CNC(=O)c1cn2cnnc2cn1)NC(=O)Cc1cncn1C1CC1

# 6
Molecular formula: C4H11ClHgNO2Tm
Method: DFT, wB97M-V/def2-TZVPD

Element x y z (Å)
Tm (0.148, -0.370, 1.186)
Cl (-0.577, 1.915, 0.641)
C (-1.756, -1.266, 2.100)
H (-1.664, -1.994, 2.923)
H (-2.464, -1.683, 1.355)
H (-2.234, -0.357, 2.509)
Hg (0.357, 0.657, -1.916)
C (-1.690, 0.751, -2.330)
C (2.333, 1.344, -1.729)
C (0.641, -1.378, -0.835)
H (2.767, 0.813, -0.871)
H (2.879, 1.138, -2.654)
H (2.304, 2.419, -1.533)
H (-2.203, 0.092, -1.625)
H (-2.006, 1.780, -2.168)
H (-1.853, 0.450, -3.367)
H (-0.071, -1.998, -1.408)
H (1.627, -1.666, -1.230)
O (1.008, 0.197, 4.648)
N (0.743, -0.176, 3.530)
O (1.710, -0.668, 2.774)

Net charge: -2
HOMO-LUMO gap (spin up / spin down): 4.48 / 4.49 eV
Total energy: -56134.59328 eV
Spin multiplicity: 3
⟨S²⟩: 2.00

# 7
Molecular formula: C30H70N4NaO6
Method: DFT, wB97M-V/def2-TZVPD

Element x y z (Å)
Na (-4.355, -3.924, 0.663)
C (0.830, -4.602, 2.446)
C (-0.038, -3.517, 3.077)
O (-1.257, -3.837, 3.619)
H (1.699, -3.960, 2.301)
H (0.613, -4.900, 1.420)
H (1.125, -5.390, 3.138)
H (-0.323, -2.706, 2.406)
H (0.434, -2.872, 3.819)
C (-1.641, -1.586, -0.353)
C (-2.727, -0.932, 0.371)
O (-3.634, -1.648, 1.216)
H (-0.871, -2.026, 0.282)
H (-0.960, -0.959, -0.929)
H (-2.050, -2.422, -0.921)
H (-3.334, -0.412, -0.370)
H (-2.168, -0.201, 0.955)
C (-6.393, 1.926, 3.342)
C (-4.912, 1.465, 3.169)
C (-3.943, 2.613, 2.575)
O (-4.020, 3.785, 3.451)
C (-3.135, 4.854, 3.154)
N (-4.411, 0.879, 4.418)
H (-6.370, 2.823, 3.961)
H (-7.122, 1.184, 3.668)
H (-6.708, 2.190, 2.332)
H (-5.028, 0.587, 2.534)
H (-4.287, 2.891, 1.578)
H (-2.897, 2.323, 2.480)
H (-2.167, 4.358, 3.224)
H (-3.319, 5.669, 3.854)
H (-3.267, 5.237, 2.141)
H (-3.788, 1.665, 4.539)
H (-5.035, 1.231, 5.131)
C (-0.458, -0.271, 5.931)
C (-0.569, 0.578, 4.638)
C (0.808, 0.710, 3.962)
O (0.748, 1.449, 2.760)
C (0.869, 0.929, 1.545)
N (-1.556, -0.058, 3.820)
H (0.156, 0.120, 6.742)
H (-0.019, -1.238, 5.688)
H (-1.420, -0.443, 6.414)
H (-0.974, 1.544, 4.942)
H (1.147, -0.290, 3.692)
H (1.471, 1.210, 4.668)
H (0.946, 1.605, 0.694)
H (0.088, 0.216, 1.280)
H (1.844, 0.440, 1.550)
H (-1.041, -0.720, 3.258)
H (-1.803, 0.670, 3.165)
C (0.175, 2.668, -4.535)
C (0.891, 2.812, -3.176)
C (1.590, 4.177, -3.104)
C (0.695, 5.389, -2.732)
C (-0.227, 5.077, -1.569)
C (-1.027, 3.726, -1.582)
N (-0.133, 2.641, -2.060)
O (-0.682, 1.347, -2.086)
C (-1.381, 3.420, -0.083)
C (-2.371, 4.008, -2.313)
C (2.071, 1.778, -3.037)
H (-0.357, 1.720, -4.453)
H (0.826, 2.660, -5.409)
H (-0.721, 3.288, -4.521)
H (2.598, 4.258, -2.698)
H (1.820, 4.428, -4.140)
H (0.019, 5.527, -3.576)
H (1.237, 6.332, -2.666)
H (-0.966, 5.874, -1.657)
H (0.237, 5.307, -0.609)
H (-1.910, 2.559, 0.325)
H (-0.398, 3.275, 0.366)
H (-1.815, 4.311, 0.372)
H (-2.279, 4.229, -3.376)
H (-3.024, 3.138, -2.239)
H (-2.903, 4.784, -1.761)
H (2.583, 1.922, -2.086)
H (2.851, 1.835, -3.797)
H (1.686, 0.766, -2.908)
H (-0.068, 0.739, -1.667)
C (0.918, -3.592, -2.457)
C (2.219, -2.927, -2.941)
C (2.672, -1.893, -1.845)
C (3.448, -2.570, -0.646)
C (4.615, -3.400, -1.134)
C (4.220, -4.548, -2.161)
N (3.334, -3.868, -3.200)
O (2.969, -4.778, -4.188)
C (5.614, -4.888, -2.808)
C (3.725, -5.842, -1.461)
C (1.769, -2.200, -4.242)
H (0.180, -2.868, -2.111)
H (1.015, -4.290, -1.625)
H (0.354, -4.208, -3.157)
H (3.364, -1.215, -2.345)
H (1.842, -1.324, -1.427)
H (2.805, -3.240, -0.076)
H (3.650, -1.822, 0.120)
H (4.931, -3.886, -0.211)
H (5.489, -2.833, -1.457)
H (6.305, -5.037, -1.978)
H (5.572, -5.783, -3.429)
H (6.103, -4.089, -3.367)
H (3.050, -6.464, -2.050)
H (4.523, -6.552, -1.243)
H (3.279, -5.601, -0.496)
H (2.625, -2.061, -4.902)
H (1.310, -1.246, -3.981)
H (0.970, -2.682, -4.806)
H (3.337, -4.528, -5.039)

HOMO-LUMO gap (spin up / spin down): 5.96 / 5.94 eV
Total energy: -54895.87433 eV
Spin multiplicity: 2
⟨S²⟩: 0.75

# 8
Molecular formula: C4H6N2O2
Method: DFT, wB97M-V/def2-TZVPD

Element x y z (Å)
O (2.706, 0.512, -0.557)
C (1.775, -0.098, -0.110)
O (1.930, -0.979, 0.969)
C (0.339, 0.118, -0.514)
C (-0.452, 0.997, 0.379)
C (-1.796, 0.285, 0.360)
N (-1.701, -0.781, -0.286)
N (-0.350, -1.135, -0.486)
H (1.116, -1.541, 1.019)
H (0.166, 0.588, -1.465)
H (-0.641, 1.968, -0.070)
H (-0.087, 1.276, 1.401)
H (-2.753, 0.585, 0.695)
H (-0.251, -1.796, -1.334)

HOMO-LUMO gap: 10.26 eV
Total energy: -11319.11860 eV
Spin multiplicity: 1
Energy relative to the best compared isomer or geometry (same formula, charge and spin): 44.4 kcal/mol
SMILES: O=C(O)[C@@H]1CC=NN1